Record 1
# C30H42IrN4O3S

A structure of composition C30H42IrN4O3S at a distorted geometry (wB97M-V/def2-TZVPD, the OMol25 dataset).

Atoms and positions in Å:
Ir: -0.863 -0.762 0.169
C: -0.316 -5.654 -4.805
C: -0.406 -4.379 -4.060
C: 0.151 -3.181 -4.581
C: 0.128 -1.974 -3.915
C: 0.610 -0.864 -4.733
N: 0.880 0.374 -4.501
C: 1.022 1.155 -3.262
C: -0.213 2.019 -3.055
C: -0.018 2.940 -1.864
N: -1.219 3.757 -1.662
C: -1.842 3.999 -0.564
C: -1.657 3.400 0.747
C: -1.771 4.322 1.790
C: -1.608 3.977 3.135
C: -1.646 5.002 4.227
C: -1.436 2.627 3.398
C: -1.395 1.655 2.390
C: -1.378 0.288 2.830
N: -1.299 -0.737 2.072
C: -1.459 -2.087 2.629
C: -2.832 -2.645 2.249
C: -3.328 -2.231 0.861
N: -2.233 -2.140 -0.132
C: -2.129 -3.059 -1.019
C: -1.198 -3.102 -2.143
C: -1.137 -4.272 -2.861
C: -0.459 -1.923 -2.579
O: -0.361 -0.896 -1.855
C: -1.490 2.015 1.023
O: -1.536 1.146 0.043
H: 0.504 -5.662 -5.519
H: -0.230 -6.506 -4.130
H: -1.247 -5.802 -5.370
H: 0.604 -3.236 -5.565
H: 0.707 -1.127 -5.782
H: 1.084 0.911 -5.341
H: 1.168 0.474 -2.435
H: 1.929 1.748 -3.392
H: -0.412 2.609 -3.954
H: -1.076 1.376 -2.876
H: 0.179 2.383 -0.954
H: 0.806 3.639 -2.030
H: -1.518 4.303 -2.467
H: -2.570 4.804 -0.633
H: -1.971 5.360 1.544
H: -2.038 5.953 3.873
H: -2.258 4.659 5.062
H: -0.638 5.175 4.612
H: -1.374 2.303 4.432
H: -1.519 0.110 3.895
H: -0.653 -2.692 2.210
H: -1.342 -2.087 3.714
H: -2.784 -3.730 2.346
H: -3.591 -2.301 2.953
H: -4.092 -2.926 0.512
H: -3.772 -1.238 0.885
H: -2.829 -3.892 -0.965
H: -1.679 -5.145 -2.513
C: 3.780 2.059 -0.559
C: 3.751 0.557 -0.807
C: 3.705 -0.285 0.459
S: 2.295 0.102 1.490
O: 1.087 -0.268 0.570
C: 2.475 -1.235 2.679
C: 1.687 -1.017 3.964
C: 2.145 0.194 4.767
H: 3.943 2.598 -1.492
H: 4.593 2.333 0.113
H: 2.850 2.426 -0.114
H: 4.648 0.251 -1.347
H: 2.902 0.281 -1.437
H: 4.562 -0.078 1.108
H: 3.669 -1.356 0.250
H: 3.546 -1.297 2.891
H: 2.179 -2.134 2.130
H: 1.813 -1.923 4.561
H: 0.626 -0.952 3.732
H: 3.190 0.093 5.058
H: 1.564 0.287 5.684
H: 2.041 1.128 4.210

## Properties
**Charge**: +4
**Spin multiplicity**: 2
**E_tot**: -57528.6164 eV
**LUMO level (spin up / spin down)**: -0.5031 / -0.5327 hartree
**Kohn-Sham gap (spin up / spin down)**: 4.82 / 3.93 eV
**Highest occupied orbital energy (spin up / spin down)**: -18.5 / -18.4 eV
**⟨S²⟩**: 0.82

These are the Löwdin partial charges, in e, on atoms 1 to 4: Ir 1.6355; C -0.0160; C -0.1975; C 0.0738

=====

Record 2
# C30H42N2O2P2Re

A structure of composition C30H42N2O2P2Re at a distorted geometry (wB97M-V/def2-TZVPD, the OMol25 dataset).

Atoms and positions in Å:
P: 0.861 -2.486 -0.149
P: 0.278 2.111 -1.056
C: -2.189 -0.393 -1.676
C: -1.655 0.575 -2.668
H: -2.902 -0.088 -0.882
H: -2.612 -1.350 -2.130
H: -1.230 0.123 -3.585
H: -2.154 1.534 -2.911
C: -1.219 3.162 -0.842
H: -0.969 4.101 -0.316
H: -2.025 2.665 -0.271
H: -1.623 3.411 -1.832
C: 1.526 3.162 -1.767
H: 1.457 3.118 -2.854
H: 2.519 2.816 -1.475
H: 1.404 4.196 -1.442
C: -0.642 -3.517 -0.407
H: -0.622 -4.340 0.301
H: -0.596 -3.927 -1.429
H: -1.561 -2.917 -0.232
C: 2.103 -3.190 -1.288
H: 2.729 -2.354 -1.650
H: 1.590 -3.712 -2.108
H: 2.763 -3.862 -0.748
Re: -0.108 -0.079 -1.602
C: 0.742 1.129 -5.103
C: -0.585 1.098 -5.276
C: -1.463 -0.015 -5.759
C: -0.754 -1.385 -5.726
C: -0.190 -1.710 -4.368
C: 1.074 -1.402 -3.999
C: 2.129 -0.948 -4.980
C: 1.679 0.246 -5.836
C: 1.613 -3.003 1.448
H: 1.231 1.928 -4.541
H: -1.155 2.021 -5.139
H: -1.815 0.216 -6.775
H: -2.383 -0.054 -5.148
H: -1.519 -2.129 -5.961
H: -0.016 -1.466 -6.530
H: -0.836 -2.318 -3.733
H: 1.487 -1.737 -3.057
H: 2.389 -1.779 -5.660
H: 3.045 -0.654 -4.437
H: 2.560 0.820 -6.147
H: 1.228 -0.104 -6.771
H: 1.495 -2.162 2.139
H: 2.679 -3.239 1.295
H: 1.107 -3.885 1.856
O: 0.880 2.277 0.599
C: 0.393 1.411 1.440
N: 0.248 1.667 2.759
C: -0.318 0.534 3.436
C: -0.687 -0.327 2.186
O: -1.494 -1.242 2.233
N: -0.160 0.271 1.010
C: 0.773 0.088 4.427
C: 1.183 -1.238 4.529
C: 2.275 -1.594 5.360
C: 2.874 -0.628 6.174
C: 2.402 0.689 6.165
C: 1.336 1.038 5.308
C: -1.556 0.992 4.215
C: -1.742 0.621 5.551
C: -2.737 1.239 6.329
C: -3.574 2.195 5.741
C: -3.450 2.488 4.383
C: -2.443 1.885 3.613
H: 0.692 2.402 3.262
H: 0.643 -1.997 3.956
H: 2.638 -2.617 5.344
H: 3.701 -0.900 6.832
H: 2.852 1.454 6.801
H: 0.981 2.075 5.346
H: -1.053 -0.090 6.011
H: -2.819 0.986 7.382
H: -4.291 2.726 6.352
H: -4.107 3.215 3.915
H: -2.306 2.153 2.571

## Properties
**Charge**: +2
**Spin multiplicity**: 4
**E_tot**: -59555.0591 eV
**Energy above the lowest of the compared OMol25 structures with the same formula, charge and spin**: 0.000 eV
**LUMO level (spin up / spin down)**: -0.2904 / -0.2860 hartree
**Kohn-Sham gap (spin up / spin down)**: 5.54 / 5.66 eV
**Highest occupied orbital energy (spin up / spin down)**: -13.4 / -13.4 eV
**⟨S²⟩**: 3.78

These are the Löwdin partial charges, in e, on atoms 1 to 4: P 0.8035; P 0.8313; C -0.2177; C -0.3965

=====

Record 3
# C30H43BrIN3PTi

A structure of composition C30H43BrIN3PTi (wB97M-V/def2-TZVPD, the OMol25 dataset).

Atoms and positions in Å:
Ti: 0.677 0.022 0.439
C: -2.549 -1.689 -0.927
C: -2.408 -2.153 0.525
C: -3.762 -2.605 1.066
P: -1.547 -0.815 1.483
C: -1.796 -1.231 3.262
C: -1.228 -0.106 4.126
C: -1.174 -2.578 3.622
C: -2.533 0.671 1.222
C: -3.837 0.817 1.698
C: -4.592 1.949 1.444
C: -5.996 2.102 1.961
C: -3.989 2.947 0.677
C: -2.694 2.838 0.210
C: -1.916 1.698 0.484
N: -0.584 1.569 0.081
C: -0.085 2.681 -0.663
C: 0.430 3.796 0.014
C: 0.503 3.795 1.515
C: 0.825 4.908 -0.715
C: 0.720 4.949 -2.103
C: 1.094 6.193 -2.862
C: 0.245 3.823 -2.756
C: -0.160 2.687 -2.058
C: -0.735 1.511 -2.800
H: -2.908 -2.506 -1.556
H: -1.611 -1.316 -1.348
H: -3.268 -0.871 -0.991
H: -1.720 -3.009 0.562
H: -4.491 -1.797 1.001
H: -3.713 -2.945 2.100
H: -4.140 -3.433 0.464
H: -2.873 -1.287 3.436
H: -0.147 -0.002 3.980
H: -1.396 -0.316 5.184
H: -1.688 0.854 3.890
H: -0.085 -2.550 3.523
H: -1.547 -3.393 3.000
H: -1.391 -2.829 4.661
H: -4.279 0.026 2.295
H: -6.284 1.250 2.577
H: -6.713 2.180 1.143
H: -6.097 3.003 2.569
H: -4.550 3.847 0.448
H: -2.271 3.649 -0.368
H: 1.126 2.974 1.883
H: -0.487 3.664 1.957
H: 0.924 4.729 1.885
H: 1.203 5.777 -0.185
H: 0.320 6.956 -2.758
H: 1.216 5.987 -3.925
H: 2.023 6.625 -2.486
H: 0.169 3.828 -3.839
H: -0.534 1.591 -3.868
H: -1.818 1.453 -2.660
H: -0.322 0.564 -2.447
N: 2.021 -1.181 1.915
C: 2.042 -2.571 1.392
C: 2.180 -2.571 -0.119
N: 1.003 -1.908 -0.725
H: 2.978 -0.860 2.036
H: 1.610 -1.176 2.844
H: 1.096 -3.042 1.668
H: 2.846 -3.157 1.840
H: 2.298 -3.596 -0.477
H: 3.069 -2.011 -0.419
H: 0.192 -2.515 -0.656
H: 1.169 -1.751 -1.715
Br: 2.711 -0.343 -3.408
C: 3.094 1.510 -3.363
C: 3.175 2.166 -4.582
C: 3.526 3.506 -4.621
C: 3.795 4.190 -3.447
C: 3.690 3.543 -2.226
C: 3.337 2.203 -2.186
I: 3.267 1.311 -0.296
H: 2.979 1.620 -5.494
H: 3.599 4.009 -5.575
H: 4.080 5.233 -3.474
H: 3.878 4.079 -1.307

## Properties
**Charge**: +1
**Spin multiplicity**: 3
**E_tot**: -146822.9825 eV
**Energy above the lowest of the compared OMol25 structures with the same formula, charge and spin**: 0.000 eV
**LUMO level (spin up / spin down)**: -0.0963 / -0.0977 hartree
**Kohn-Sham gap (spin up / spin down)**: 6.85 / 6.93 eV
**Highest occupied orbital energy (spin up / spin down)**: -9.5 / -9.6 eV
**⟨S²⟩**: 2.00

These are the Löwdin partial charges, in e, on atoms 1 to 4: Ti 0.4901; C -0.1123; C -0.5408; C -0.0972

=====

Record 4
# C30H43ClN6O7PPt

A structure of composition C30H43ClN6O7PPt at a distorted geometry (wB97M-V/def2-TZVPD, the OMol25 dataset).

Atoms and positions in Å:
Pt: -0.420 -0.062 1.269
O: 3.383 -0.538 5.872
C: 2.175 -0.385 6.360
O: 1.960 -0.297 7.547
C: 1.045 -0.336 5.374
C: -0.295 -0.374 5.710
Cl: -1.012 -0.381 7.249
N: -1.026 -0.308 4.573
N: -0.210 -0.213 3.506
C: 1.029 -0.227 3.963
C: 2.156 -0.108 2.960
O: 3.301 -0.443 3.331
O: 1.837 0.318 1.827
C: -2.454 -0.342 4.412
C: -3.063 0.660 3.678
C: -4.437 0.635 3.492
C: -5.194 -0.381 4.057
C: -4.573 -1.384 4.792
C: -3.198 -1.375 4.967
H: 3.382 -0.560 4.851
H: -2.467 1.440 3.226
H: -4.902 1.397 2.879
H: -6.268 -0.405 3.906
H: -5.156 -2.196 5.210
H: -2.709 -2.174 5.507
C: -4.207 -1.549 -1.037
C: -3.713 -1.375 0.393
C: -4.691 -1.978 1.392
O: -2.490 -2.068 0.584
C: -3.627 0.159 0.650
O: -4.706 0.759 0.546
O: -2.516 0.738 0.945
H: -4.293 -2.612 -1.283
H: -3.502 -1.081 -1.730
H: -5.174 -1.062 -1.153
H: -4.895 -3.021 1.131
H: -5.617 -1.404 1.398
H: -4.246 -1.950 2.393
H: -1.901 -1.905 -0.178
N: -0.031 -0.567 -0.619
P: 1.043 0.070 -1.573
N: 1.440 1.691 -1.434
C: 2.435 2.274 -2.345
C: 2.095 3.725 -2.670
C: 2.145 4.590 -1.402
C: 1.720 3.768 -0.173
C: 0.750 2.667 -0.572
N: 0.568 -0.002 -3.200
C: -0.565 0.895 -3.513
C: -1.083 0.589 -4.910
C: -1.728 -0.808 -4.950
C: -1.012 -1.765 -3.979
C: 0.441 -1.359 -3.785
N: 2.427 -0.859 -1.657
C: 3.382 -0.872 -2.757
C: 4.781 -0.472 -2.297
C: 5.240 -1.406 -1.178
C: 4.220 -1.405 -0.039
C: 2.823 -1.742 -0.552
H: 2.469 1.686 -3.260
H: 3.435 2.247 -1.894
H: 1.097 3.763 -3.110
H: 2.790 4.098 -3.424
H: 1.484 5.451 -1.525
H: 3.155 4.981 -1.256
H: 1.256 4.411 0.576
H: 2.588 3.296 0.293
H: -0.123 3.102 -1.077
H: 0.384 2.173 0.307
H: -0.225 1.929 -3.453
H: -1.383 0.784 -2.786
H: -0.238 0.635 -5.604
H: -1.797 1.355 -5.218
H: -1.687 -1.201 -5.968
H: -2.784 -0.733 -4.677
H: -1.059 -2.794 -4.344
H: -1.491 -1.748 -3.001
H: 0.963 -1.392 -4.750
H: 0.937 -2.071 -3.128
H: 3.024 -0.239 -3.563
H: 3.436 -1.899 -3.153
H: 4.749 0.554 -1.918
H: 5.470 -0.502 -3.146
H: 6.223 -1.104 -0.807
H: 5.343 -2.422 -1.581
H: 4.183 -0.422 0.435
H: 4.503 -2.121 0.737
H: 2.092 -1.657 0.243
H: 2.809 -2.782 -0.914

## Properties
**Charge**: -1
**Spin multiplicity**: 3
**E_tot**: -80142.6501 eV
**LUMO level (spin up / spin down)**: 0.0919 / 0.0657 hartree
**Kohn-Sham gap (spin up / spin down)**: 6.93 / 7.31 eV
**Highest occupied orbital energy (spin up / spin down)**: -4.4 / -5.5 eV
**⟨S²⟩**: 2.01

These are the Löwdin partial charges, in e, on atoms 1 to 4: Pt 1.0786; O 0.1130; C -0.5212; O 0.0507

=====

Record 5
# C30H43F5IrOP2

A structure of composition C30H43F5IrOP2 at a distorted geometry (wB97M-V/def2-TZVPD, the OMol25 dataset).

Atoms and positions in Å:
Ir: -0.011 -1.065 -2.247
C: -0.478 -2.610 1.102
C: 0.850 -2.698 0.588
C: 0.902 -1.347 2.449
C: -0.429 -1.821 2.289
C: 1.681 -1.823 1.349
C: -1.635 -3.401 0.636
H: -1.500 -3.701 -0.411
H: -2.578 -2.845 0.738
H: -1.729 -4.322 1.235
C: -1.470 -1.696 3.331
H: -2.427 -2.102 2.988
H: -1.608 -0.656 3.669
H: -1.167 -2.278 4.217
C: 1.406 -0.722 3.691
H: 1.314 -1.448 4.518
H: 0.839 0.179 3.976
H: 2.466 -0.455 3.604
C: 3.143 -1.660 1.173
H: 3.691 -2.415 1.765
H: 3.504 -0.669 1.486
H: 3.421 -1.793 0.118
C: 1.339 -3.660 -0.424
H: 1.766 -4.578 0.023
H: 2.128 -3.199 -1.030
H: 0.520 -3.961 -1.088
C: -1.073 -0.386 -3.835
C: -1.013 -1.850 -3.749
C: -0.151 -2.593 -4.735
C: 1.351 -2.463 -4.505
C: 1.698 -1.713 -3.244
C: 1.629 -0.280 -3.107
C: 1.234 0.682 -4.209
C: -0.196 0.432 -4.753
H: -0.405 -2.296 -5.755
H: 1.825 -2.048 -5.403
H: -0.424 -3.646 -4.650
H: -0.148 -0.018 -5.750
H: -2.049 0.073 -3.657
H: -1.908 -2.388 -3.430
H: -0.661 1.415 -4.933
H: 1.263 1.693 -3.758
H: 2.358 0.128 -2.396
H: 1.955 0.677 -5.050
H: 1.783 -3.468 -4.420
H: 2.473 -2.182 -2.627
P: -1.524 0.134 -0.857
P: 1.463 1.119 -0.227
C: -1.075 1.868 -1.434
C: 0.340 2.359 -1.064
H: -1.833 2.502 -0.963
H: -1.246 1.889 -2.516
H: 0.872 2.698 -1.963
H: 0.274 3.201 -0.358
C: 1.582 1.792 1.443
H: 2.276 1.186 2.030
H: 0.619 1.786 1.964
H: 1.953 2.820 1.374
C: 3.219 1.466 -0.701
H: 3.281 2.313 -1.397
H: 3.670 0.576 -1.163
H: 3.802 1.672 0.208
C: -2.088 0.509 0.836
H: -2.361 -0.425 1.348
H: -2.986 1.149 0.720
H: -1.326 1.040 1.426
C: -3.094 -0.702 -1.381
H: -2.898 -1.537 -2.067
H: -3.770 0.029 -1.852
H: -3.568 -1.113 -0.468
F: -2.334 6.477 5.295
C: -1.965 5.285 4.794
C: -1.600 5.178 3.449
F: -1.605 6.274 2.661
C: -1.233 3.960 2.934
F: -0.912 3.863 1.616
C: -1.182 2.781 3.739
O: -0.811 1.654 3.296
C: -1.575 2.932 5.104
F: -1.556 1.833 5.880
C: -1.957 4.151 5.612
F: -2.324 4.262 6.906

## Properties
**Charge**: +1
**Spin multiplicity**: 5
**E_tot**: -68845.8088 eV
**Energy above the lowest of the compared OMol25 structures with the same formula, charge and spin**: 0.000 eV
**LUMO level (spin up / spin down)**: -0.1015 / -0.1996 hartree
**Kohn-Sham gap (spin up / spin down)**: 5.98 / 3.96 eV
**Highest occupied orbital energy (spin up / spin down)**: -8.7 / -9.4 eV
**⟨S²⟩**: 6.07

These are the Löwdin partial charges, in e, on atoms 1 to 4: Ir 1.1391; C -0.2289; C -0.2330; C -0.2240

=====

Record 6
# C30H43IrN4O6SbSe

A structure of composition C30H43IrN4O6SbSe at a distorted geometry (wB97M-V/def2-TZVPD, the OMol25 dataset).

Atoms and positions in Å:
Ir: -0.926 0.785 -0.054
C: 3.447 -4.484 1.335
C: 2.393 -3.438 1.366
C: 1.766 -3.095 2.560
C: 0.840 -2.051 2.630
C: 0.290 -1.613 3.862
N: -0.075 -0.350 4.044
C: -1.112 0.136 4.922
C: -2.065 1.014 4.096
C: -1.676 2.504 4.022
N: -0.256 2.771 4.099
C: 0.451 3.658 3.399
C: 0.292 4.160 2.084
C: 0.938 5.369 1.792
C: 0.955 5.926 0.511
C: 1.617 7.230 0.270
C: 0.357 5.216 -0.527
C: -0.259 3.976 -0.321
C: -0.814 3.307 -1.462
N: -1.268 2.100 -1.519
C: -1.819 1.614 -2.769
C: -0.966 0.510 -3.398
C: -1.041 -0.820 -2.612
N: -0.572 -0.686 -1.269
C: 0.832 -0.882 -1.012
C: 1.082 -1.761 0.202
C: 2.045 -2.747 0.193
C: 0.457 -1.374 1.409
O: -0.503 -0.498 1.473
C: -0.335 3.422 1.005
O: -0.884 2.299 1.252
H: 3.032 -5.436 0.999
H: 3.876 -4.635 2.323
H: 4.233 -4.219 0.632
H: 2.068 -3.580 3.477
H: 0.207 -2.292 4.701
H: 0.124 0.268 3.262
H: -0.679 0.698 5.753
H: -1.649 -0.712 5.351
H: -3.067 0.960 4.521
H: -2.116 0.599 3.087
H: -2.147 3.024 4.864
H: -2.063 2.930 3.098
H: 0.143 2.553 5.003
H: 1.324 4.042 3.914
H: 1.431 5.898 2.596
H: 1.502 7.893 1.125
H: 1.228 7.711 -0.624
H: 2.690 7.083 0.125
H: 0.406 5.616 -1.530
H: -0.854 3.914 -2.368
H: -1.916 2.436 -3.486
H: -2.816 1.218 -2.553
H: 0.077 0.826 -3.477
H: -1.345 0.314 -4.400
H: -0.447 -1.566 -3.149
H: -2.090 -1.138 -2.583
H: 1.370 -1.272 -1.885
H: 2.572 -2.967 -0.721
C: -3.461 -3.522 4.124
C: -2.650 -4.315 3.127
Sb: -2.124 -3.158 1.300
C: -1.172 -4.813 0.191
C: -0.933 -4.516 -1.270
C: -4.103 -2.902 0.304
C: -4.868 -4.200 0.214
H: -3.721 -4.161 4.967
H: -4.388 -3.161 3.684
H: -2.901 -2.671 4.509
H: -3.213 -5.160 2.739
H: -1.716 -4.675 3.554
H: -1.863 -5.643 0.317
H: -0.243 -5.039 0.709
H: -1.859 -4.245 -1.773
H: -0.542 -5.410 -1.752
H: -0.205 -3.719 -1.405
H: -3.888 -2.486 -0.678
H: -4.638 -2.160 0.893
H: -4.339 -4.944 -0.376
H: -5.820 -4.002 -0.279
H: -5.085 -4.615 1.195
O: 3.236 2.214 -1.134
Se: 2.874 0.847 -1.774
O: 3.740 -0.412 -1.475
O: 1.336 0.381 -0.647
O: 2.132 0.869 -3.153

## Properties
**Charge**: +2
**Spin multiplicity**: 6
**E_tot**: -124753.4125 eV
**Energy above the lowest of the compared OMol25 structures with the same formula, charge and spin**: 3.209 eV
**LUMO level (spin up / spin down)**: -0.2232 / -0.3068 hartree
**Kohn-Sham gap (spin up / spin down)**: 5.34 / 4.82 eV
**Highest occupied orbital energy (spin up / spin down)**: -11.4 / -13.2 eV
**⟨S²⟩**: 8.78

These are the Löwdin partial charges, in e, on atoms 1 to 4: Ir 1.4401; C -0.0013; C -0.2062; C 0.0409